Entry i
The following is a DFT calculation (ωB97M-V/def2-TZVPD) of a single C3H4Br2O molecule.

Kohn-Sham gap (alpha / beta)	8.2 / 7.6	eV
HOMO level (alpha / beta)	-7.844 / -7.444	eV

Each line ends with the natural charge from an NBO analysis.
Cartesian coordinates (Å):
1 C 0.11 1.76 -0.27  -0.116
2 C 0.58 -0.50 0.04  0.323
3 C -0.71 -1.21 0.06  -0.724
4 O 0.88 0.70 -0.13  -0.383
5 Br 1.05 3.41 -0.01  0.038
6 Br 2.29 -1.56 0.07  -0.040
7 H -0.92 1.62 -0.04  0.172
8 H -0.97 -1.65 0.97  0.243
9 H -0.81 -2.13 -0.58  0.254
10 H -1.52 -0.45 -0.11  0.231

Entry ii
The following is a DFT calculation (ωB97M-V/def2-TZVPD) of a single C3H4Br2O molecule.

SMILES	CC(Br)(Br)C=O
Kohn-Sham gap	10.0	eV
HOMO level	-9.747	eV

Each line ends with the natural charge from an NBO analysis.
Cartesian coordinates (Å):
1 C -0.09 1.33 -0.72  0.463
2 C 0.48 0.12 0.53  -0.247
3 C -0.19 -1.10 -0.02  -0.719
4 O 0.31 2.20 -1.46  -0.480
5 Br -0.43 0.91 2.09  0.064
6 Br 2.41 -0.14 0.81  0.082
7 H -1.24 1.03 -0.59  0.107
8 H -1.09 -1.39 0.47  0.242
9 H 0.32 -2.05 -0.05  0.255
10 H -0.49 -0.91 -1.07  0.232

Short version: entry ii is the most stable of them.

Entry i
The following is a DFT calculation (ωB97M-V/def2-TZVPD) of a 9-piece molecular cluster, C18H54O9 overall.

SMILES	CC(C)O.CC(C)O.CC(C)O.CC(C)O.CC(C)O.CO.CO.CO.O
Kohn-Sham gap	10.0	eV
HOMO level	-9.907	eV

Each line ends with the Mulliken charge.
Cartesian coordinates (Å):
1 C 2.15 -1.65 0.57  -0.509
2 O 0.76 -2.13 0.66  -0.501
3 H 2.21 -0.57 0.42  0.235
4 H 2.56 -1.88 1.55  0.247
5 H 2.74 -2.12 -0.21  0.229
6 H 0.26 -1.49 1.17  0.298
7 C 7.66 0.59 2.93  -0.439
8 O 8.78 1.17 2.34  -0.501
9 H 7.76 -0.49 2.78  0.235
10 H 7.70 0.79 4.00  0.202
11 H 6.78 0.93 2.39  0.197
12 H 9.03 0.63 1.58  0.307
13 C 5.93 4.36 -2.32  -0.528
14 O 5.15 4.95 -3.29  -0.487
15 H 6.20 3.36 -2.68  0.215
16 H 6.89 4.88 -2.31  0.255
17 H 5.57 4.25 -1.30  0.227
18 H 5.42 5.87 -3.36  0.317
19 C 0.58 2.20 6.13  -1.219
20 C -0.68 1.28 6.02  0.396
21 C -1.91 1.61 6.95  -1.207
22 O -1.18 1.30 4.69  -0.541
23 H 0.38 3.26 5.92  0.303
24 H 1.36 1.90 5.43  0.311
25 H 1.04 2.21 7.11  0.355
26 H -0.43 0.23 6.20  0.249
27 H -1.59 1.55 7.99  0.351
28 H -2.65 0.85 6.71  0.310
29 H -2.22 2.64 6.79  0.357
30 H -1.66 2.12 4.53  0.334
31 C -6.16 -2.03 -0.50  -1.254
32 C -6.49 -1.28 -1.80  0.530
33 C -5.70 0.03 -1.79  -1.301
34 O -5.99 -2.00 -2.90  -0.522
35 H -6.33 -1.49 0.43  0.356
36 H -5.11 -2.35 -0.49  0.317
37 H -6.80 -2.91 -0.41  0.308
38 H -7.56 -1.16 -1.95  0.208
39 H -5.76 0.53 -2.76  0.405
40 H -4.62 -0.04 -1.61  0.318
41 H -6.10 0.75 -1.09  0.334
42 H -6.03 -1.36 -3.61  0.302
43 C 0.54 -8.27 1.61  -1.161
44 C -0.93 -7.97 1.86  0.458
45 C -1.66 -9.15 2.44  -1.348
46 O -0.80 -7.11 2.95  -0.547
47 H 0.99 -7.37 1.18  0.317
48 H 0.71 -9.07 0.89  0.350
49 H 1.04 -8.54 2.54  0.333
50 H -1.55 -7.53 1.08  0.280
51 H -1.65 -9.90 1.66  0.366
52 H -2.70 -9.03 2.74  0.329
53 H -1.07 -9.57 3.25  0.311
54 H -0.47 -6.27 2.62  0.312
55 C -0.55 5.94 0.03  -1.381
56 C -1.97 6.52 0.16  0.506
57 C -2.64 6.40 -1.23  -1.128
58 O -2.73 5.76 1.11  -0.546
59 H -0.60 4.89 -0.26  0.348
60 H 0.00 5.94 0.97  0.325
61 H 0.04 6.38 -0.77  0.365
62 H -1.87 7.55 0.52  0.241
63 H -3.72 6.48 -1.17  0.328
64 H -2.45 5.43 -1.68  0.285
65 H -2.28 7.16 -1.92  0.343
66 H -3.49 6.28 1.39  0.314
67 C 2.73 -0.34 -6.36  -1.215
68 C 1.95 0.91 -6.64  0.610
69 C 1.01 1.37 -5.57  -1.438
70 O 2.90 1.95 -6.90  -0.542
71 H 2.04 -1.16 -6.18  0.357
72 H 3.31 -0.28 -5.44  0.272
73 H 3.44 -0.57 -7.15  0.309
74 H 1.32 0.72 -7.51  0.218
75 H 0.10 0.77 -5.57  0.391
76 H 0.73 2.42 -5.65  0.384
77 H 1.41 1.23 -4.57  0.335
78 H 3.02 2.37 -6.04  0.320
79 O -1.85 -4.82 -3.31  -0.640
80 H -2.74 -4.51 -3.44  0.325
81 H -1.52 -4.31 -2.56  0.315

Entry ii
The following is a DFT calculation (ωB97M-V/def2-TZVPD) of C18H54O9 as an isolated structure.

Kohn-Sham gap	7.5	eV
HOMO level	-7.752	eV

Each line ends with the Mulliken charge.
Cartesian coordinates (Å):
1 C 2.07 -0.96 3.60  -0.065
2 C 3.11 -2.08 3.61  -0.572
3 O 3.45 -2.30 4.95  -0.582
4 H 2.27 -0.20 4.36  0.554
5 H 1.08 -1.37 3.82  0.470
6 H 1.98 -0.40 2.66  -0.323
7 H 4.05 -1.86 3.11  0.207
8 H 2.81 -2.97 3.05  0.356
9 H 4.02 -1.57 5.19  0.344
10 C 1.31 -3.17 -2.96  -1.545
11 C 0.76 -1.82 -2.68  -1.105
12 O -0.41 -1.67 -3.39  -0.372
13 H 2.00 -3.41 -2.15  0.234
14 H 1.76 -3.33 -3.94  0.439
15 H 0.47 -3.87 -3.00  0.394
16 H 1.40 -0.99 -2.95  0.948
17 H 0.58 -1.75 -1.61  0.762
18 H -0.27 -1.91 -4.31  0.575
19 C -4.78 0.18 1.47  -1.840
20 C -3.41 0.60 1.23  0.384
21 O -2.56 -0.43 1.63  -0.757
22 H -5.24 -0.35 0.64  0.228
23 H -5.26 1.11 1.74  0.463
24 H -4.76 -0.42 2.38  0.337
25 H -3.22 1.54 1.74  0.725
26 H -3.21 0.82 0.18  -0.629
27 H -1.78 -0.43 1.07  0.959
28 C 3.53 1.69 2.40  -0.864
29 C 3.54 0.90 1.08  2.703
30 O 4.67 0.07 0.90  -0.809
31 H 3.21 0.93 3.11  0.055
32 H 2.70 2.39 2.36  0.274
33 H 4.52 2.12 2.57  0.384
34 H 3.68 1.63 0.28  0.322
35 H 2.62 0.43 0.73  -2.896
36 H 4.39 -0.63 0.31  0.477
37 C -3.50 -1.61 -1.10  -1.613
38 C -2.34 -2.06 -2.06  -0.609
39 O -1.31 -1.13 -1.86  -1.340
40 H -4.44 -2.17 -1.03  0.474
41 H -3.87 -0.68 -1.54  0.392
42 H -3.17 -1.33 -0.09  0.536
43 H -2.71 -2.03 -3.08  0.305
44 H -1.93 -3.07 -2.00  0.351
45 H -0.56 -1.53 -2.32  0.704
46 C 0.48 -0.14 1.61  -1.561
47 C -0.21 0.08 0.20  0.276
48 O -1.44 -0.69 0.17  -0.240
49 H 0.45 -1.19 1.91  0.577
50 H 0.11 0.38 2.49  0.775
51 H 1.43 0.40 1.57  0.205
52 H 0.41 -0.35 -0.59  -0.727
53 H -0.33 1.12 -0.08  -0.442
54 H -1.63 -0.84 -0.75  1.140
55 C 2.56 0.03 -1.48  -0.326
56 C 2.58 -1.31 -0.71  -0.769
57 O 3.51 -1.27 0.35  -0.269
58 H 3.44 0.28 -2.08  0.296
59 H 2.28 0.84 -0.79  0.039
60 H 1.79 -0.07 -2.24  0.070
61 H 2.83 -2.12 -1.40  -0.039
62 H 1.60 -1.51 -0.27  1.311
63 H 3.46 -2.17 0.68  0.302
64 C -1.55 3.03 0.51  -0.185
65 C -1.07 4.38 0.04  -0.774
66 O 0.29 4.60 0.28  -0.547
67 H -1.36 2.97 1.59  0.323
68 H -0.97 2.32 -0.08  0.224
69 H -2.57 2.68 0.37  0.412
70 H -1.64 5.10 0.63  0.411
71 H -1.17 4.58 -1.03  0.292
72 H 0.77 4.05 -0.34  0.299
73 C -3.07 2.14 -1.95  -1.354
74 C -1.75 1.47 -2.07  0.544
75 O -1.85 0.32 -2.95  -0.756
76 H -2.97 3.05 -1.35  0.310
77 H -3.74 1.49 -1.39  0.256
78 H -3.56 2.47 -2.86  0.363
79 H -1.30 1.27 -1.10  -1.129
80 H -1.09 2.22 -2.50  0.369
81 H -1.97 -0.52 -2.51  0.890

Short version: entry i is the most stable of them.

Entry i
The following is a DFT calculation (ωB97M-V/def2-TZVPD) of a 10-piece molecular cluster, C40H80O10 overall.

SMILES	C1CCOC1.C1CCOC1.C1CCOC1.C1CCOC1.C1CCOC1.C1CCOC1.C1CCOC1.C1CCOC1.C1CCOC1.C1CCOC1
Kohn-Sham gap	10.0	eV
HOMO level	-9.369	eV

Each line ends with the Mulliken charge.
Cartesian coordinates (Å):
1 C -3.23 -4.11 -4.51  -0.215
2 C -3.35 -2.65 -4.07  -0.050
3 C -4.32 -2.75 -2.86  -0.055
4 O -5.14 -3.85 -3.15  -0.484
5 C -4.60 -4.72 -4.11  -0.607
6 H -2.46 -4.62 -3.93  -0.137
7 H -3.01 -4.27 -5.57  0.547
8 H -3.78 -2.02 -4.85  0.368
9 H -2.35 -2.27 -3.85  -0.175
10 H -4.91 -1.84 -2.71  0.389
11 H -3.62 -2.79 -2.02  -0.174
12 H -5.22 -4.79 -5.01  0.345
13 H -4.46 -5.72 -3.70  0.264
14 C 2.10 2.37 -4.64  -0.512
15 C 2.65 1.50 -3.51  -0.568
16 C 1.85 1.96 -2.29  1.207
17 O 0.61 2.40 -2.82  -0.471
18 C 0.68 2.73 -4.19  -0.585
19 H 2.21 1.84 -5.59  0.141
20 H 2.72 3.26 -4.77  0.331
21 H 3.71 1.73 -3.39  0.381
22 H 2.62 0.41 -3.60  0.226
23 H 2.42 2.66 -1.66  0.129
24 H 1.67 1.09 -1.65  -0.819
25 H 0.43 3.78 -4.35  0.384
26 H 0.03 2.10 -4.82  0.215
27 C 2.52 3.89 4.32  0.117
28 C 2.04 2.54 4.83  0.923
29 C 1.24 2.80 6.10  -0.514
30 O 1.83 4.02 6.57  -0.475
31 C 2.09 4.85 5.44  -0.521
32 H 2.08 4.20 3.37  -0.351
33 H 3.60 3.78 4.20  0.335
34 H 2.83 1.80 4.98  0.113
35 H 1.43 2.01 4.08  -0.859
36 H 1.40 2.00 6.81  0.352
37 H 0.18 2.98 5.92  0.219
38 H 2.89 5.49 5.81  0.310
39 H 1.22 5.43 5.12  0.278
40 C 1.04 -2.76 3.21  -0.168
41 C 1.33 -1.27 3.59  1.547
42 C 2.82 -1.19 4.03  -0.389
43 O 3.37 -2.44 3.61  -0.501
44 C 2.37 -3.42 3.50  -0.651
45 H 0.79 -2.81 2.16  -0.169
46 H 0.19 -3.12 3.79  0.339
47 H 0.68 -0.87 4.37  0.209
48 H 1.20 -0.69 2.69  -1.272
49 H 2.98 -1.11 5.11  0.380
50 H 3.25 -0.34 3.50  0.007
51 H 2.33 -4.08 4.38  0.295
52 H 2.64 -4.06 2.66  0.345
53 C 0.58 -2.01 -7.54  -0.654
54 C -0.30 -1.83 -6.30  -0.168
55 C 0.60 -1.29 -5.18  0.312
56 O 1.89 -1.22 -5.79  -0.472
57 C 1.75 -1.08 -7.22  -0.489
58 H 0.02 -1.74 -8.43  0.312
59 H 0.82 -3.07 -7.59  0.307
60 H -0.77 -2.79 -6.06  -0.154
61 H -1.12 -1.12 -6.44  0.373
62 H 0.59 -1.97 -4.33  0.259
63 H 0.31 -0.27 -4.89  -0.254
64 H 2.73 -1.38 -7.58  0.383
65 H 1.58 -0.05 -7.55  0.210
66 C -2.21 0.68 5.15  0.655
67 C -3.36 1.57 4.71  -0.172
68 C -4.29 0.56 3.99  0.115
69 O -4.12 -0.65 4.73  -0.492
70 C -2.75 -0.75 5.06  -0.449
71 H -1.81 0.92 6.14  0.409
72 H -1.37 0.78 4.47  -0.757
73 H -3.00 2.28 3.96  -0.088
74 H -3.89 2.14 5.46  0.321
75 H -4.05 0.33 2.95  -0.279
76 H -5.37 0.76 3.94  0.344
77 H -2.09 -1.33 4.40  0.144
78 H -2.69 -1.29 6.01  0.353
79 C -0.26 5.73 0.09  -0.816
80 C -1.43 5.75 1.09  -0.652
81 C -0.84 4.96 2.24  -0.297
82 O -0.24 3.85 1.54  -0.130
83 C 0.37 4.35 0.36  0.585
84 H 0.44 6.54 0.25  0.369
85 H -0.77 5.82 -0.88  0.336
86 H -2.26 5.18 0.66  0.279
87 H -1.81 6.76 1.23  0.442
88 H -1.54 4.51 2.93  0.227
89 H -0.03 5.53 2.72  0.099
90 H 0.29 3.66 -0.48  -0.306
91 H 1.45 4.51 0.52  -0.026
92 C -2.40 -5.51 -0.91  -0.157
93 C -1.41 -4.53 -0.37  -0.251
94 C -0.53 -4.28 -1.59  0.455
95 O -0.54 -5.46 -2.37  -0.537
96 C -1.51 -6.38 -1.83  -0.639
97 H -3.08 -4.98 -1.58  -0.266
98 H -2.99 -6.10 -0.22  0.459
99 H -0.87 -4.96 0.48  0.315
100 H -1.88 -3.61 -0.01  0.072
101 H 0.47 -3.99 -1.24  0.385
102 H -0.90 -3.46 -2.21  -0.495
103 H -1.03 -7.13 -1.20  0.379
104 H -2.10 -6.88 -2.59  0.359
105 C 4.21 2.22 1.13  -0.565
106 C 2.88 1.44 1.16  3.181
107 C 3.26 0.09 0.62  0.174
108 O 4.23 0.37 -0.35  -0.496
109 C 5.10 1.34 0.22  -0.659
110 H 4.64 2.24 2.13  0.260
111 H 4.05 3.26 0.84  0.314
112 H 2.15 1.95 0.52  -1.220
113 H 2.37 1.58 2.12  -1.440
114 H 2.37 -0.35 0.15  -0.550
115 H 3.60 -0.64 1.37  0.508
116 H 5.58 1.87 -0.61  0.317
117 H 5.94 0.90 0.76  0.307
118 C -1.94 -0.59 -0.65  1.012
119 C -1.97 -0.19 0.84  -0.513
120 C -0.81 0.78 1.04  0.767
121 O 0.09 0.36 0.04  0.199
122 C -0.41 -0.44 -0.98  -0.513
123 H -2.52 -0.06 -1.39  0.369
124 H -2.16 -1.66 -0.70  -1.106
125 H -1.93 -1.03 1.54  0.297
126 H -2.94 0.28 1.04  0.107
127 H -0.37 0.84 2.04  -0.891
128 H -1.06 1.82 0.80  -0.091
129 H 0.04 -1.43 -0.90  0.009
130 H -0.28 -0.09 -2.01  -0.004

Entry ii
The following is a DFT calculation (ωB97M-V/def2-TZVPD) of a 10-piece molecular cluster, C40H80O10 overall.

SMILES	C1CCOC1.C1CCOC1.C1CCOC1.C1CCOC1.C1CCOC1.C1CCOC1.C1CCOC1.C1CCOC1.C1CCOC1.C1CCOC1
Kohn-Sham gap	9.8	eV
HOMO level	-9.456	eV

Each line ends with the Mulliken charge.
Cartesian coordinates (Å):
1 C 3.50 3.83 -0.37  -0.370
2 C 3.32 5.32 -0.24  -0.431
3 C 3.16 5.88 -1.66  -0.574
4 O 2.56 4.81 -2.35  -0.484
5 C 2.79 3.54 -1.72  0.354
6 H 2.97 3.42 0.49  0.090
7 H 4.54 3.51 -0.36  0.405
8 H 4.14 5.79 0.31  0.414
9 H 2.39 5.68 0.21  0.045
10 H 4.10 6.06 -2.21  0.321
11 H 2.61 6.81 -1.80  0.296
12 H 3.49 2.95 -2.31  0.366
13 H 1.85 3.04 -1.49  -0.375
14 C -1.41 4.35 -0.82  0.419
15 C -0.67 4.94 0.36  0.464
16 C -1.70 5.91 0.98  -0.765
17 O -2.91 5.22 0.85  -0.487
18 C -2.88 4.31 -0.28  -0.141
19 H -1.13 3.33 -1.07  -0.772
20 H -1.39 5.01 -1.69  0.397
21 H 0.26 5.43 0.08  -0.168
22 H -0.47 4.13 1.06  0.016
23 H -1.64 6.85 0.44  0.411
24 H -1.46 6.07 2.04  0.363
25 H -3.57 4.73 -1.02  0.310
26 H -3.13 3.33 0.12  0.004
27 C 1.09 -0.97 -0.55  -0.010
28 C 0.72 -0.28 0.74  0.128
29 C 0.05 0.99 0.21  0.142
30 O -0.29 0.69 -1.13  -0.386
31 C -0.10 -0.69 -1.46  0.117
32 H 1.38 -2.02 -0.49  -0.245
33 H 1.97 -0.53 -1.03  0.440
34 H 1.50 0.01 1.45  0.112
35 H -0.04 -0.83 1.30  -0.036
36 H 0.63 1.91 0.32  0.058
37 H -0.87 1.19 0.79  -0.265
38 H 0.14 -0.77 -2.52  -0.221
39 H -1.05 -1.19 -1.23  0.085
40 C -3.46 1.47 -5.54  -0.563
41 C -3.63 1.75 -4.06  -0.551
42 C -2.19 2.18 -3.69  0.858
43 O -1.29 1.62 -4.63  -0.325
44 C -1.94 1.61 -5.89  -0.481
45 H -3.95 2.17 -6.21  0.259
46 H -3.90 0.52 -5.84  0.285
47 H -3.97 0.90 -3.47  0.277
48 H -4.33 2.58 -3.92  0.280
49 H -1.85 1.83 -2.71  -0.544
50 H -2.15 3.26 -3.47  0.049
51 H -1.51 0.86 -6.55  0.273
52 H -1.83 2.51 -6.50  0.290
53 C -2.38 1.16 5.01  -0.075
54 C -1.65 2.07 3.99  0.180
55 C -2.78 3.01 3.53  0.076
56 O -3.51 3.22 4.73  -0.499
57 C -3.69 1.91 5.25  -0.675
58 H -1.90 0.90 5.95  0.441
59 H -2.75 0.29 4.47  -0.283
60 H -1.30 1.49 3.13  -0.471
61 H -0.84 2.60 4.48  0.501
62 H -3.47 2.54 2.81  0.218
63 H -2.41 3.94 3.11  -0.052
64 H -4.58 1.47 4.77  0.255
65 H -4.02 1.83 6.29  0.382
66 C 2.15 -3.93 3.79  -0.462
67 C 1.07 -3.00 3.43  0.467
68 C -0.16 -3.81 3.28  0.537
69 O 0.01 -4.85 4.24  -0.516
70 C 1.40 -5.06 4.53  -0.507
71 H 2.97 -3.55 4.40  0.111
72 H 2.62 -4.42 2.93  0.287
73 H 1.25 -2.47 2.49  -0.408
74 H 0.90 -2.22 4.17  0.314
75 H -0.30 -4.09 2.23  -0.386
76 H -1.11 -3.30 3.48  -0.092
77 H 1.54 -6.02 4.05  0.242
78 H 1.50 -5.09 5.62  0.286
79 C -1.60 -6.07 -0.69  -0.777
80 C -0.09 -6.07 -0.57  -0.497
81 C 0.22 -4.67 -0.93  -0.568
82 O -0.82 -3.94 -0.28  -0.096
83 C -2.01 -4.65 -0.24  -0.028
84 H -2.04 -6.87 -0.08  0.340
85 H -1.94 -6.20 -1.72  0.327
86 H 0.40 -6.83 -1.19  0.412
87 H 0.27 -6.36 0.42  0.240
88 H 0.15 -4.57 -2.02  0.319
89 H 1.20 -4.28 -0.64  0.244
90 H -2.71 -4.23 -0.97  0.202
91 H -2.34 -4.74 0.80  -0.002
92 C 6.15 -1.74 2.48  -0.510
93 C 5.00 -1.14 1.77  -0.376
94 C 4.09 -0.67 2.90  0.436
95 O 4.76 -0.93 4.13  -0.517
96 C 5.68 -2.01 3.90  -0.349
97 H 7.00 -1.06 2.48  0.220
98 H 6.49 -2.66 1.99  0.349
99 H 4.41 -1.94 1.31  0.166
100 H 5.25 -0.33 1.10  0.326
101 H 3.25 -1.36 3.05  -0.451
102 H 3.73 0.35 2.81  0.304
103 H 5.23 -2.99 4.08  0.117
104 H 6.42 -1.88 4.69  0.365
105 C -3.63 -2.22 2.00  0.055
106 C -3.41 -1.59 0.65  0.419
107 C -3.85 -0.21 1.01  0.262
108 O -5.07 -0.39 1.70  -0.558
109 C -4.91 -1.56 2.55  -0.653
110 H -2.72 -2.00 2.54  -0.344
111 H -3.79 -3.30 1.96  0.345
112 H -3.80 -2.08 -0.24  0.409
113 H -2.39 -1.35 0.34  -0.812
114 H -3.94 0.38 0.09  0.403
115 H -3.23 0.32 1.73  -0.366
116 H -5.84 -2.12 2.42  0.323
117 H -4.83 -1.27 3.60  0.272
118 C 2.07 -1.14 -4.79  0.005
119 C 3.24 -0.95 -5.74  -0.596
120 C 2.57 -0.89 -7.13  -0.425
121 O 1.15 -0.82 -6.89  -0.426
122 C 0.86 -1.47 -5.66  -0.257
123 H 1.99 -0.16 -4.31  -0.023
124 H 2.29 -1.86 -4.00  0.308
125 H 3.95 -1.78 -5.74  0.273
126 H 3.82 -0.06 -5.52  0.269
127 H 2.89 -1.72 -7.77  0.264
128 H 2.82 -0.02 -7.73  0.294
129 H 0.72 -2.52 -5.93  0.212
130 H -0.08 -1.04 -5.31  0.142

Short version: entry i is the most stable of them.